# 1
Molecular formula: C21H31N5O3
Method: DFT, ωB97M-V/def2-TZVPD

CARTESIAN COORDINATES (ANGSTROEM)
C 1.67 6.69 -1.62
C 0.52 6.50 -0.63
C 0.62 5.26 0.29
C 0.89 5.58 1.76
C 1.15 4.21 2.37
C 1.95 3.44 1.29
O 3.33 3.43 1.59
C 1.50 1.98 1.19
O 2.28 1.07 1.46
N 0.23 1.75 0.80
C -0.28 0.40 0.63
C 0.27 -0.24 -0.64
N -0.17 -1.62 -0.78
C -1.44 -1.80 -1.20
O -2.18 -0.87 -1.49
C -1.98 -3.20 -1.32
C -2.47 -3.67 -2.53
C -3.06 -4.93 -2.63
N -3.22 -5.77 -1.60
C -2.76 -5.29 -0.46
C -2.13 -4.06 -0.23
N -1.79 -3.94 1.10
C -2.19 -5.06 1.64
N -2.79 -5.92 0.76
C -3.36 -7.22 1.04
C 0.81 -2.69 -0.56
C 1.43 -2.60 0.83
C 1.87 -2.69 -1.66
C 1.70 4.23 -0.02
H 1.50 7.58 -2.23
H 2.63 6.83 -1.11
H 1.77 5.84 -2.29
H 0.43 7.39 0.00
H -0.41 6.44 -1.20
H -0.36 4.75 0.26
H 1.78 6.21 1.83
H 0.06 6.12 2.23
H 1.73 4.23 3.30
H 0.20 3.71 2.58
H 3.55 2.50 1.75
H -0.34 2.53 0.53
H 0.02 -0.20 1.49
H -1.36 0.43 0.59
H -0.07 0.33 -1.51
H 1.36 -0.22 -0.61
H -2.41 -3.04 -3.40
H -3.43 -5.27 -3.59
H -2.09 -5.31 2.68
H -3.19 -7.47 2.08
H -4.43 -7.21 0.85
H -2.89 -7.97 0.41
H 0.26 -3.63 -0.63
H 2.13 -3.42 0.97
H 1.97 -1.66 0.97
H 0.65 -2.68 1.59
H 2.55 -3.53 -1.52
H 1.40 -2.78 -2.65
H 2.46 -1.77 -1.65
H 1.46 3.58 -0.87
H 2.65 4.72 -0.25

Output
SMILES: CC[C@@H]1CC[C@@](O)(C(=O)NCCN(C(=O)c2ccnc3c2ncn3C)C(C)C)C1
Total charge: 0
Energy above the lowest of the compared OMol25 structures with the same formula, charge and spin, kJ/mol: 19.4
LUMO level, hartree: 0.0186
Multiplicity: 1

***

# 2
Molecular formula: C21H31NO2
Method: DFT, ωB97M-V/def2-TZVPD

CARTESIAN COORDINATES (ANGSTROEM)
C -4.36 3.20 0.61
H -4.23 2.69 1.56
H -4.85 4.15 0.80
H -5.02 2.60 -0.01
C -3.01 3.44 -0.06
N -2.23 2.21 -0.07
C -0.79 2.40 -0.03
H -0.30 1.58 -0.58
C -0.34 2.34 1.43
O -0.80 1.15 2.04
H -1.70 1.01 1.68
H 0.75 2.33 1.50
H -0.72 3.21 1.98
H -0.47 3.35 -0.48
C -2.66 1.19 -1.03
C -2.12 -0.10 -0.63
C -1.60 -1.10 -0.23
C -0.93 -2.30 0.23
H -0.87 -3.02 -0.58
H -1.50 -2.74 1.05
C 0.49 -1.98 0.79
C 1.22 -0.98 -0.10
C 2.06 -0.04 0.49
C 2.73 0.90 -0.27
C 2.56 0.92 -1.64
C 1.72 0.00 -2.24
C 1.06 -0.95 -1.48
H 0.41 -1.65 -1.97
H 1.58 0.01 -3.31
H 3.07 1.66 -2.24
H 3.38 1.61 0.21
H 2.20 -0.06 1.56
O 0.35 -1.48 2.10
H -0.03 -0.59 2.07
C 1.27 -3.32 0.94
C 1.71 -3.99 -0.36
C 3.12 -3.47 -0.66
H 3.08 -2.66 -1.40
H 3.75 -4.26 -1.08
C 3.68 -2.94 0.67
H 3.91 -1.88 0.58
H 4.59 -3.46 0.95
C 2.58 -3.17 1.71
H 2.77 -4.10 2.25
H 2.52 -2.37 2.44
H 1.75 -5.07 -0.20
H 1.03 -3.81 -1.20
H 0.59 -3.97 1.50
H -3.75 1.14 -1.03
H -2.32 1.41 -2.06
C -3.19 4.08 -1.44
H -2.23 4.20 -1.94
H -3.63 5.07 -1.33
H -3.84 3.48 -2.07
H -2.44 4.13 0.58

Output
SMILES: CC(C)N(CC#CC[C@](O)(c1ccccc1)C1CCCC1)CCO
Total charge: 0
Energy above the lowest of the compared OMol25 structures with the same formula, charge and spin, kJ/mol: 244.9
LUMO level, hartree: 0.0290
Multiplicity: 1

***

What is the LUMO level in the second record?
0.0290 hartree

***

Copy entry 2 word for word.
Molecular formula: C21H31NO2
Method: DFT, ωB97M-V/def2-TZVPD

CARTESIAN COORDINATES (ANGSTROEM)
C -4.36 3.20 0.61
H -4.23 2.69 1.56
H -4.85 4.15 0.80
H -5.02 2.60 -0.01
C -3.01 3.44 -0.06
N -2.23 2.21 -0.07
C -0.79 2.40 -0.03
H -0.30 1.58 -0.58
C -0.34 2.34 1.43
O -0.80 1.15 2.04
H -1.70 1.01 1.68
H 0.75 2.33 1.50
H -0.72 3.21 1.98
H -0.47 3.35 -0.48
C -2.66 1.19 -1.03
C -2.12 -0.10 -0.63
C -1.60 -1.10 -0.23
C -0.93 -2.30 0.23
H -0.87 -3.02 -0.58
H -1.50 -2.74 1.05
C 0.49 -1.98 0.79
C 1.22 -0.98 -0.10
C 2.06 -0.04 0.49
C 2.73 0.90 -0.27
C 2.56 0.92 -1.64
C 1.72 0.00 -2.24
C 1.06 -0.95 -1.48
H 0.41 -1.65 -1.97
H 1.58 0.01 -3.31
H 3.07 1.66 -2.24
H 3.38 1.61 0.21
H 2.20 -0.06 1.56
O 0.35 -1.48 2.10
H -0.03 -0.59 2.07
C 1.27 -3.32 0.94
C 1.71 -3.99 -0.36
C 3.12 -3.47 -0.66
H 3.08 -2.66 -1.40
H 3.75 -4.26 -1.08
C 3.68 -2.94 0.67
H 3.91 -1.88 0.58
H 4.59 -3.46 0.95
C 2.58 -3.17 1.71
H 2.77 -4.10 2.25
H 2.52 -2.37 2.44
H 1.75 -5.07 -0.20
H 1.03 -3.81 -1.20
H 0.59 -3.97 1.50
H -3.75 1.14 -1.03
H -2.32 1.41 -2.06
C -3.19 4.08 -1.44
H -2.23 4.20 -1.94
H -3.63 5.07 -1.33
H -3.84 3.48 -2.07
H -2.44 4.13 0.58

Output
SMILES: CC(C)N(CC#CC[C@](O)(c1ccccc1)C1CCCC1)CCO
Total charge: 0
Energy above the lowest of the compared OMol25 structures with the same formula, charge and spin, kJ/mol: 244.9
LUMO level, hartree: 0.0290
Multiplicity: 1